# 1
Computed, not measured: a cluster of 9 separate species, C18H54O9S9 in total at a distorted geometry, with the ωB97M-V functional and the def2-TZVPD basis.

Computed properties:
- total charge = 0
- HOMO level (eV) = -8.78
- energy above the lowest of the compared OMol25 structures with the same formula, charge and spin (kJ/mol) = 60.2
- frontier orbital gap (eV) = 9.15
- DFT total energy (hartree) = -4978.73482
- LUMO energy (eV) = 0.373

Positions of all 90 atoms, in Å:
C (13.847, 14.158, 9.839)
S (14.282, 14.419, 11.599)
O (13.402, 13.500, 12.356)
C (15.924, 13.634, 11.524)
H (12.826, 14.570, 9.755)
H (13.822, 13.067, 9.802)
H (14.602, 14.621, 9.197)
H (16.627, 14.120, 10.801)
H (15.781, 12.622, 11.127)
H (16.315, 13.566, 12.563)
C (16.151, 9.653, 18.596)
S (17.208, 8.956, 20.002)
O (18.589, 9.494, 19.761)
C (16.432, 10.097, 21.386)
H (16.264, 9.088, 17.686)
H (16.483, 10.718, 18.498)
H (15.090, 9.613, 18.878)
H (15.464, 9.711, 21.757)
H (16.263, 11.104, 20.996)
H (17.115, 10.164, 22.216)
C (14.143, 13.662, 20.984)
S (13.396, 12.641, 19.691)
O (11.992, 13.189, 19.596)
C (14.477, 13.229, 18.273)
H (15.080, 13.199, 21.269)
H (13.488, 13.590, 21.834)
H (14.275, 14.672, 20.628)
H (14.186, 14.264, 18.002)
H (14.278, 12.552, 17.413)
H (15.491, 13.094, 18.615)
C (15.297, 7.091, 15.776)
S (15.184, 6.644, 14.006)
O (16.363, 5.788, 13.661)
C (13.791, 5.457, 14.189)
H (14.566, 7.820, 16.162)
H (16.233, 7.628, 15.955)
H (15.307, 6.159, 16.382)
H (14.195, 4.708, 14.878)
H (13.505, 5.122, 13.191)
H (12.988, 5.926, 14.770)
C (12.364, 9.380, 9.834)
S (13.876, 9.960, 9.090)
O (14.572, 10.719, 10.120)
C (14.666, 8.349, 8.900)
H (11.709, 10.274, 9.995)
H (12.417, 8.890, 10.806)
H (11.875, 8.658, 9.196)
H (14.818, 7.919, 9.909)
H (15.673, 8.498, 8.466)
H (14.125, 7.648, 8.237)
C (13.423, 10.556, 13.764)
S (14.355, 11.159, 15.175)
O (14.138, 10.220, 16.357)
C (15.969, 10.588, 14.595)
H (12.441, 10.980, 13.557)
H (13.264, 9.475, 13.865)
H (14.021, 10.654, 12.844)
H (16.651, 10.979, 15.374)
H (16.312, 11.111, 13.689)
H (16.041, 9.498, 14.659)
C (9.943, 8.051, 14.647)
S (10.209, 7.688, 12.904)
O (11.612, 7.918, 12.500)
C (9.270, 9.124, 12.251)
H (10.468, 7.340, 15.236)
H (8.893, 8.128, 14.934)
H (10.323, 9.054, 14.849)
H (8.240, 9.050, 12.554)
H (9.266, 9.007, 11.195)
H (9.661, 10.095, 12.531)
C (10.987, 11.986, 16.185)
S (9.219, 12.070, 15.653)
O (8.823, 10.755, 15.100)
C (8.524, 12.188, 17.317)
H (11.010, 11.285, 17.042)
H (11.452, 12.926, 16.525)
H (11.487, 11.525, 15.354)
H (8.974, 13.076, 17.798)
H (8.678, 11.247, 17.840)
H (7.443, 12.312, 17.213)
C (20.155, 12.534, 19.128)
S (21.021, 12.343, 17.581)
O (21.326, 13.786, 17.227)
C (19.542, 11.780, 16.603)
H (19.665, 11.667, 19.508)
H (19.399, 13.265, 18.940)
H (20.828, 12.911, 19.880)
H (18.715, 12.501, 16.742)
H (19.242, 10.854, 17.031)
H (19.722, 11.661, 15.544)

=====

# 2
Computed, not measured: a structure of composition C6H6O at a distorted geometry, with the ωB97M-V functional and the def2-TZVPD basis.

Computed properties:
- total charge = 0
- HOMO level (spin up / spin down) (eV) = -8.12 / -8.38
- energy above the lowest of the compared OMol25 structures with the same formula, charge and spin (kJ/mol) = 660.2
- frontier orbital gap (spin up / spin down) (eV) = 7.93 / 8.15
- DFT total energy (hartree) = -307.21198
- LUMO energy (spin up / spin down) (eV) = -0.194 / -0.232

Positions of all 13 atoms, in Å:
C (1.276, -0.587, 0.268)
C (1.141, 0.783, -0.209)
C (-0.026, 0.794, -1.150)
C (-0.980, -0.305, -0.539)
C (-0.058, -1.007, 0.430)
C (0.782, 0.013, 1.537)
O (0.767, 1.254, 1.066)
H (-0.582, 1.813, -1.306)
H (0.118, 0.348, -2.069)
H (-1.761, 0.175, -0.081)
H (-1.345, -1.134, -1.332)
H (-0.213, -1.903, 0.907)
H (0.881, -0.243, 2.478)